# C3H2ErLiO3

A molecular structure, C3H2ErLiO3 in a non-equilibrium geometry (the ωB97M-V functional and the def2-TZVPD basis, OMol25).

Geometry as XYZ:
```
10
Properties=species:S:1:pos:R:3
Er 4.49265 0.52682 0.98729
O 0.75629 0.75141 0.34264
O 2.24878 -0.76717 -0.37261
O -2.57825 -0.08837 -0.28861
C 2.03365 0.39551 -0.03010
C -0.25208 -0.16866 0.17357
C -1.46321 0.36802 -0.42837
Li -4.41669 0.24610 -0.21164
H -0.39516 -0.87258 1.00233
H -0.42599 -0.39106 -1.17450
```

As for the HOMO-LUMO gap (spin up / spin down): 6.57 / 6.03 eV. The net charge is +3. Its multiplicity is 5.

---

# C3H2EuO3

A molecular structure, C3H2EuO3 in a non-equilibrium geometry (the ωB97M-V functional and the def2-TZVPD basis, OMol25).

Geometry as XYZ:
```
9
Properties=species:S:1:pos:R:3
Eu -0.27191 3.40700 1.01135
O 0.01260 -1.27617 1.47759
O -0.26704 0.92814 2.05408
O -0.62822 0.85903 -0.54721
C 0.29484 -1.03463 -1.59851
C -0.16754 0.15283 -1.43388
C -0.41256 -0.17337 1.64249
H 1.11822 -1.31701 -2.24843
H 0.32160 -1.54582 -0.35747
```

As for the HOMO-LUMO gap (spin up / spin down): 6.63 / 6.87 eV. The energy above the lowest of the compared OMol25 structures with the same formula, charge and spin comes out at 3.1725 eV. The net charge is +2. Its multiplicity is 8.

---

# C3H2F2

2 unconnected molecules or ions with the total composition C3H2F2 in a non-equilibrium geometry (the ωB97M-V functional and the def2-TZVPD basis, OMol25).

Geometry as XYZ:
```
7
Properties=species:S:1:pos:R:3
F -4.48277 -0.96348 -0.47262
F -1.44031 2.02347 0.63615
C -0.27983 0.36321 -0.50514
C -4.49017 -0.12204 0.45498
C -1.34464 0.90241 -0.01993
H 0.77637 0.65316 -0.49939
H -0.26669 -0.47935 -1.20768
```

As for the HOMO-LUMO gap (spin up / spin down): 9.94 / 7.69 eV. The energy above the lowest of the compared OMol25 structures with the same formula, charge and spin comes out at 5.8630 eV.

---

# C3H2F2I2O

A molecular structure, C3H2F2I2O in a non-equilibrium geometry (the ωB97M-V functional and the def2-TZVPD basis, OMol25).

Geometry as XYZ:
```
10
Properties=species:S:1:pos:R:3
I 1.49288 2.19916 -0.44531
I -2.36256 1.23515 -0.27865
F 1.99332 0.11545 1.57380
F 1.86890 -0.67313 -0.43169
O -0.55120 -0.65745 1.64235
C -0.18168 -0.34856 0.54131
C 1.34130 0.21016 0.37551
C -1.16426 -0.43219 -0.66980
H -0.71486 -0.33530 -1.65087
H -1.72184 -1.31329 -0.65666
```

As for the HOMO-LUMO gap: 9.12 eV. The energy above the lowest of the compared OMol25 structures with the same formula, charge and spin comes out at 0.0000 eV.

---

# C3H2F2N2O

A single C3H2F2N2O molecule in a non-equilibrium geometry (the ωB97M-V functional and the def2-TZVPD basis, OMol25).

Geometry as XYZ:
```
10
Properties=species:S:1:pos:R:3
F -2.62078 0.75673 0.07935
F 1.68855 2.43511 -0.03115
O -1.72129 -1.48904 -0.48290
N 0.46978 -0.80431 -0.19437
N 1.16783 0.32028 0.26090
C -1.92491 -0.34095 0.72603
C 0.90818 1.39270 -0.47457
C -0.78485 -0.81358 0.00334
H 0.92085 -1.53207 -0.73303
H 1.89663 0.07511 0.84640
```

As for the HOMO-LUMO gap: 9.27 eV. The energy above the lowest of the compared OMol25 structures with the same formula, charge and spin comes out at 5.7442 eV.

---

# C3H2F3NO2

A single C3H2F3NO2 molecule in a non-equilibrium geometry (the ωB97M-V functional and the def2-TZVPD basis, OMol25).

Geometry as XYZ:
```
11
Properties=species:S:1:pos:R:3
F 0.66696 -1.29846 0.95273
F -0.67183 1.23664 -1.07325
F 1.79905 0.35474 0.11243
O -0.62028 1.20812 1.13153
O 0.82236 -1.08652 -1.23472
N -2.59588 -1.18122 0.27743
C 0.73839 -0.42785 -0.05369
C -1.76994 -0.46527 -0.00298
C -0.58878 0.42044 -0.02784
H 1.75929 -1.23044 -1.30295
H -0.22106 0.75984 1.91187
```

As for the HOMO-LUMO gap: 12.70 eV. The SMILES is N#C[C@](O)(F)C(O)(F)F. The energy above the lowest of the compared OMol25 structures with the same formula, charge and spin comes out at 0.1077 eV.

---

# C3H2F3OP

2 unconnected molecules or ions with the total composition C3H2F3OP in a non-equilibrium geometry (the ωB97M-V functional and the def2-TZVPD basis, OMol25).

Geometry as XYZ:
```
10
Properties=species:S:1:pos:R:3
P 1.12247 -0.64668 -1.31177
F -0.68862 -4.42646 0.96007
F -0.91659 -2.26580 1.02986
F -0.00330 -3.35336 2.74412
O 2.33559 -3.74189 1.28820
C -0.03910 -3.33412 1.37300
C 1.38406 -3.17061 0.84271
C -0.40211 -0.82121 -1.91865
H -0.60585 -0.23598 -2.92971
H -1.11243 -1.43098 -1.31561
```

As for the HOMO-LUMO gap (spin up / spin down): 8.76 / 7.11 eV. The energy above the lowest of the compared OMol25 structures with the same formula, charge and spin comes out at 2.6897 eV.

---

# C3H2F4

2 unconnected molecules or ions with the total composition C3H2F4 in a non-equilibrium geometry (the ωB97M-V functional and the def2-TZVPD basis, OMol25).

Geometry as XYZ:
```
9
Properties=species:S:1:pos:R:3
F 2.16330 0.45634 0.79232
F 0.67129 1.52858 -0.11176
F -0.86373 -1.97518 0.23663
F 0.95305 1.90865 1.99531
C 0.99291 0.93134 1.00190
C -1.50221 -0.93625 -1.89215
C -1.36987 -1.28210 -0.77816
H -1.69013 -0.60740 -2.81212
H 0.64540 -0.02399 1.56803
```

As for the HOMO-LUMO gap: 11.69 eV. The SMILES is FC(F)F.C#CF. The energy above the lowest of the compared OMol25 structures with the same formula, charge and spin comes out at 3.6951 eV.

---

# C3H2F4

2 unconnected molecules or ions with the total composition C3H2F4 in a non-equilibrium geometry (the ωB97M-V functional and the def2-TZVPD basis, OMol25).

Geometry as XYZ:
```
9
Properties=species:S:1:pos:R:3
F 0.05180 0.26812 -0.56523
F 1.61044 0.30303 2.41866
F -0.78823 0.76105 1.32372
F 1.00895 -1.88036 -1.51478
C 0.42487 -1.64847 -0.39052
C 1.66366 0.47956 1.09922
C 0.31355 0.94764 0.55216
H -0.67295 -1.98035 -0.63286
H 0.49320 2.01577 0.50954
```

As for the HOMO-LUMO gap (spin up / spin down): 8.70 / 8.70 eV. The energy above the lowest of the compared OMol25 structures with the same formula, charge and spin comes out at 7.3843 eV.

---

# C3H2F4O4S2

2 unconnected molecules or ions with the total composition C3H2F4O4S2 in a non-equilibrium geometry (the ωB97M-V functional and the def2-TZVPD basis, OMol25).

Geometry as XYZ:
```
15
Properties=species:S:1:pos:R:3
S -3.63426 0.04230 0.06777
S 0.96403 2.06425 -0.29445
F 3.18764 -1.30683 1.32399
F 0.55360 -2.03504 0.55208
F -4.74862 -1.00965 1.09894
F 2.84582 -1.64299 -0.84087
O 2.20694 1.92579 0.46536
O -3.84680 -0.64130 -1.22183
O -4.38611 1.32516 0.21334
O 1.24554 2.15441 -1.70139
C 0.21456 0.27275 -0.05709
C 1.03875 -0.75240 0.27502
C 2.49638 -0.80108 0.15337
H -0.89263 0.10784 -0.00607
H 2.75517 0.29676 -0.02816
```

As for the HOMO-LUMO gap: 7.43 eV. The energy above the lowest of the compared OMol25 structures with the same formula, charge and spin comes out at 0.0000 eV. The net charge is -2.

---

# C3H2FGaO3

A molecular structure, C3H2FGaO3 in a non-equilibrium geometry (the ωB97M-V functional and the def2-TZVPD basis, OMol25).

Geometry as XYZ:
```
10
Properties=species:S:1:pos:R:3
Ga 1.00181 1.50822 0.48650
F 1.42012 0.13772 -1.06862
O -2.36117 -0.60340 -0.05409
O -0.98582 1.19483 -0.37542
O 0.73241 -0.04532 1.51059
C 0.77400 -1.01582 -0.60003
C 0.81633 -1.10188 0.77869
C -1.47886 0.11221 -0.33388
H 0.64526 -2.08930 1.23214
H 0.71890 -1.82389 -1.32287
```

As for the HOMO-LUMO gap (spin up / spin down): 9.43 / 5.81 eV. The energy above the lowest of the compared OMol25 structures with the same formula, charge and spin comes out at 0.3492 eV. The net charge is +1. Its multiplicity is 2.

---

# C3H2FHgO

A molecular structure, C3H2FHgO in a non-equilibrium geometry (the ωB97M-V functional and the def2-TZVPD basis, OMol25).

Geometry as XYZ:
```
8
Properties=species:S:1:pos:R:3
Hg -0.70110 1.56167 2.90075
F 1.58666 -1.26681 0.23381
O -0.38675 1.20586 -0.43721
C -0.30286 0.70174 0.76241
C 0.27325 0.16555 -1.26543
C 0.37114 -0.74385 -0.13849
H -0.41916 -1.49350 0.00798
H -0.42118 -0.13066 -2.06382
```

As for the HOMO-LUMO gap (spin up / spin down): 7.49 / 5.08 eV. The energy above the lowest of the compared OMol25 structures with the same formula, charge and spin comes out at 2.1186 eV. Its multiplicity is 2.

---

# C3H2FHgO2

A molecular structure, C3H2FHgO2 in a non-equilibrium geometry (the ωB97M-V functional and the def2-TZVPD basis, OMol25).

Geometry as XYZ:
```
9
Properties=species:S:1:pos:R:3
Hg -0.49595 2.77977 -1.33545
F -0.44765 -1.34503 -1.22872
O -0.43844 0.62203 -0.09402
O -2.30116 1.28480 0.92345
C 1.31637 -0.99295 0.27252
C -1.41390 0.51790 0.83043
C 0.15304 -0.67230 -0.27240
H 1.84064 -1.88077 -0.07489
H 1.78705 -0.31346 0.97909
```

As for the HOMO-LUMO gap (spin up / spin down): 9.67 / 5.30 eV. The energy above the lowest of the compared OMol25 structures with the same formula, charge and spin comes out at 1.3185 eV. The net charge is +1. Its multiplicity is 3.

---

# C3H2FIN2

A single C3H2FIN2 molecule in a non-equilibrium geometry (the ωB97M-V functional and the def2-TZVPD basis, OMol25).

Geometry as XYZ:
```
9
Properties=species:S:1:pos:R:3
I 1.42387 -0.11750 2.83659
F -1.08285 0.61859 -2.45885
N 0.68713 -0.00085 0.74891
N -0.25813 -0.96733 0.59018
C -1.01805 0.34657 -1.15441
C -0.95432 -0.79658 -0.49417
C 1.11525 0.96005 0.07927
H 1.84026 1.60762 0.41216
H -1.75315 -1.65059 -0.55968
```

As for the HOMO-LUMO gap: 6.91 eV. The energy above the lowest of the compared OMol25 structures with the same formula, charge and spin comes out at 7.1021 eV.

---

# C3H2FInO2

A molecular structure, C3H2FInO2 in a non-equilibrium geometry (the ωB97M-V functional and the def2-TZVPD basis, OMol25).

Geometry as XYZ:
```
9
Properties=species:S:1:pos:R:3
In 3.55844 -0.25716 0.03325
F 1.01862 1.71775 0.55062
O 1.77837 -0.25703 0.06898
O -1.89400 -0.60037 -1.41246
C -0.59143 -0.06930 0.56758
C -1.11923 0.08194 -0.66622
C 0.79810 0.44460 0.30777
H -2.45978 -1.24919 -0.95337
H -1.08911 0.18875 1.50385
```

As for the HOMO-LUMO gap (spin up / spin down): 8.14 / 8.15 eV. The energy above the lowest of the compared OMol25 structures with the same formula, charge and spin comes out at 0.3865 eV. The net charge is +3. Its multiplicity is 2.

---

# C3H2FKO3

A molecular structure, C3H2FKO3 in a non-equilibrium geometry (the ωB97M-V functional and the def2-TZVPD basis, OMol25).

Geometry as XYZ:
```
10
Properties=species:S:1:pos:R:3
K -5.07878 0.31480 -0.18203
F 2.37351 0.94509 0.78747
O -1.96727 0.42972 0.44721
O -0.29395 -0.83041 -0.41467
O 0.20934 1.10618 0.54276
C -0.84239 0.20824 0.18474
C 1.10182 -0.76788 -0.38490
C 1.32474 0.55994 0.23083
H 1.56835 -1.60735 0.15357
H 1.60464 -0.35833 -1.36499
```

As for the HOMO-LUMO gap: 11.30 eV. The energy above the lowest of the compared OMol25 structures with the same formula, charge and spin comes out at 0.0000 eV. The net charge is +2.

---

# C3H2FLiO

A molecular structure, C3H2FLiO in a non-equilibrium geometry (the ωB97M-V functional and the def2-TZVPD basis, OMol25).

Geometry as XYZ:
```
8
Properties=species:S:1:pos:R:3
F -1.06228 1.37109 -3.08858
O 1.25402 -1.64096 -0.69207
C -0.41776 0.57295 0.49180
C 0.76643 -1.11261 0.26860
C -0.07768 -0.64065 1.20360
Li -0.50069 0.75660 -1.52345
H 0.20061 -0.78127 2.25756
H -0.16265 1.47487 1.08253
```

As for the HOMO-LUMO gap (spin up / spin down): 6.02 / 7.80 eV. The energy above the lowest of the compared OMol25 structures with the same formula, charge and spin comes out at 0.0000 eV. The net charge is -1. Its multiplicity is 2.

---

# C3H2FN2O

A gas-phase ion, C3H2FN2O (charge +1) in a non-equilibrium geometry (the ωB97M-V functional and the def2-TZVPD basis, OMol25).

Geometry as XYZ:
```
9
Properties=species:S:1:pos:R:3
F -2.68113 -1.02655 0.20404
O -0.63421 2.18782 -0.05453
N -0.50740 -0.98538 -0.05582
N 1.09823 0.59930 0.06825
C 0.75140 -0.77687 -0.16547
C 0.20943 1.42864 -0.08902
C -1.59941 -0.94182 -0.47654
H 1.94029 0.99158 0.44754
H 1.42279 -1.47671 0.12155
```

As for the HOMO-LUMO gap (spin up / spin down): 8.14 / 8.12 eV. The energy above the lowest of the compared OMol25 structures with the same formula, charge and spin comes out at 2.9517 eV. The net charge is +1.

---

# C3H2FNO

A single C3H2FNO molecule in a non-equilibrium geometry (the ωB97M-V functional and the def2-TZVPD basis, OMol25).

Geometry as XYZ:
```
8
Properties=species:S:1:pos:R:3
F 1.64072 -0.71981 -1.53824
O 1.11607 1.03486 -0.24312
N -0.01022 1.43092 0.55768
C 0.81240 -0.22328 -0.63943
C -0.28391 -0.72234 -0.01386
C -0.78959 0.43769 0.66631
H -0.67933 -1.71955 0.03825
H -1.80614 0.48151 1.17242
```

As for the HOMO-LUMO gap: 10.96 eV. The SMILES is Fc1ccno1. The energy above the lowest of the compared OMol25 structures with the same formula, charge and spin comes out at 1.2444 eV.

---

# C3H2FNO2

2 unconnected molecules or ions with the total composition C3H2FNO2 in a non-equilibrium geometry (the ωB97M-V functional and the def2-TZVPD basis, OMol25).

Geometry as XYZ:
```
9
Properties=species:S:1:pos:R:3
F -1.43408 1.66293 -0.83474
O 0.84630 -1.11098 1.88842
O -0.32975 0.28211 0.68712
N 0.21229 -0.00608 -1.51834
C 0.91129 -0.92352 -0.62259
C -0.48406 0.66617 -0.62221
C 0.62210 -0.62022 0.62143
H 1.37651 -1.90939 -1.18670
H -0.38416 -1.11798 2.46360
```

As for the HOMO-LUMO gap: 8.70 eV. The energy above the lowest of the compared OMol25 structures with the same formula, charge and spin comes out at 3.0211 eV.

---

Across the entries above, energy takes the values -1362.47235; -1050.80174; -314.95281; -985.84197; -499.75519; -620.33660; -831.54917; -514.83119; -514.69561; -1612.33233; -2365.54233; -443.77800; -518.84694; -622.31033; -554.40727; -1040.39489; -298.12338; -399.68514; -345.30633; -420.48954 hartree, respectively.